Entry 1:
A 2-piece molecular cluster, C3H5B overall. Source: the OMol25 dataset; level of theory: the ωB97M-V functional and the def2-TZVPD basis.

Structure (XYZ):
```
9
Properties=species:S:1:pos:R:3:forces:R:3
H 1.60559 -0.81274 1.61167 -0.37 2.01 -3.32
H -0.04690 0.03946 -1.59372 0.66 0.30 -2.09
C 0.07354 0.06355 -0.56329 -0.05 -1.17 2.01
C -1.13917 0.67480 0.11368 -0.78 -1.36 -0.31
H 2.32678 0.55932 -0.36029 1.19 0.18 -0.11
H -1.59329 1.65469 0.16009 0.06 -0.29 0.44
H -1.50370 -1.56986 0.41868 -0.37 -0.46 -0.08
B 1.44291 0.01681 0.13720 -0.91 -1.75 2.77
C -1.16576 -0.62603 0.07599 0.58 2.55 0.69
```
Forces are in eV/Å.

- LUMO level: 0.24 eV
- Relative energy (zero: lowest compared OMol25 entry of this formula, charge and spin): 2.978 eV

Entry 2:
One molecule with the formula C5H11N. Source: the OMol25 dataset; level of theory: the ωB97M-V functional and the def2-TZVPD basis.

Structure (XYZ):
```
17
Properties=species:S:1:pos:R:3:forces:R:3
H -0.32162 -2.05027 0.38318 -0.37 0.24 0.07
H -1.77734 -0.18388 -1.39785 0.18 0.04 0.06
H 1.76316 -1.13244 -1.01772 0.10 0.26 0.03
C -1.10609 0.56222 -0.96618 0.12 -0.13 -0.05
H -0.06488 1.23768 2.09292 0.04 -0.18 -0.15
C 0.25421 1.05384 1.06328 -0.06 0.07 0.13
N -0.52271 0.03347 0.28923 0.06 -0.31 -0.16
H 0.31787 1.98560 0.47521 -0.17 -0.12 0.08
H -1.68496 1.48031 -0.79026 0.19 -0.31 0.12
H -0.32090 0.79153 -1.69186 -0.10 -0.06 0.10
H 1.69020 0.63117 -1.31018 0.09 0.02 0.10
H -1.00010 -1.33766 1.84026 -0.09 0.13 -0.12
H 2.90559 -0.06879 -0.21298 0.05 0.03 -0.14
C 1.86679 -0.14476 -0.54029 0.25 0.11 -0.13
H -2.00951 -1.46211 0.34871 -0.20 0.07 0.20
C -1.01050 -1.27757 0.75276 -0.42 -0.04 0.08
C 1.02079 -0.11834 0.68177 0.33 0.18 -0.22
```
Forces are in eV/Å.

- LUMO level: 0.92 eV
- Relative energy (zero: lowest compared OMol25 entry of this formula, charge and spin): 4.299 eV